Entry 1:
{
  "formula": "H16O8",
  "method": "ωB97M-V/def2-TZVPD",
  "elements": ["O", "O", "O", "O", "O", "O", "O", "O", "H", "H", "H", "H", "H", "H", "H", "H", "H", "H", "H", "H", "H", "H", "H", "H"],
  "positions_angstrom": [[0.01740, -0.53225, -0.21899], [3.60226, 0.03901, 2.46565], [4.16411, 2.78777, -0.13431], [-3.92735, 0.43763, 0.63905], [1.38813, 4.89820, 1.59895], [-2.38410, -0.47137, -3.59705], [0.78909, -2.27251, 3.36400], [-3.56923, -4.81424, -2.73684], [-3.22066, -0.20300, 0.55889], [-4.13856, 0.67615, -0.26358], [4.19462, 0.30710, 3.16814], [-3.68408, -5.03681, -3.66069], [1.90345, 4.39986, 0.96465], [0.46443, -1.93454, 2.52939], [0.52916, 4.99442, 1.18768], [0.11767, -2.02615, 4.00018], [-3.18223, -0.65223, -4.09353], [0.74013, 0.09162, -0.15051], [3.04037, -0.62466, 2.86572], [4.33707, 2.30208, -0.94080], [3.99504, 2.11142, 0.52158], [-0.10142, -0.65949, -1.16023], [-1.87857, 0.11452, -4.16045], [-3.19674, -3.93255, -2.74691]],
  "forces_ev_per_a": [[-0.130, -0.124, 0.240], [0.072, 0.209, -0.336], [-0.137, 0.302, -0.016], [-0.160, 0.088, 0.207], [0.005, 0.081, 0.213], [0.090, -0.120, 0.269], [0.354, -0.026, 0.057], [-0.074, -0.114, 0.157], [0.263, -0.151, -0.007], [-0.046, 0.071, -0.218], [0.158, 0.093, 0.162], [-0.040, -0.115, -0.220], [0.295, -0.154, -0.189], [-0.132, 0.068, -0.362], [-0.230, 0.047, -0.053], [-0.155, 0.052, 0.199], [-0.239, -0.054, -0.104], [0.202, 0.195, 0.104], [-0.301, -0.291, 0.114], [0.080, -0.082, -0.209], [-0.036, -0.283, 0.332], [-0.120, -0.103, -0.263], [0.151, 0.166, -0.139], [0.132, 0.244, 0.062]],
  "total_charge": 0,
  "spin_multiplicity": 1,
  "lumo_ev": -0.04,
  "total_energy_ev": -16639.4172,
  "homo_energy_ev": -11.30,
  "smiles": "O.O.O.O.O.O.O.O",
  "gap_ha": 0.414,
  "relative_energy_kj_mol": 250.2
}


Entry 2:
{
  "formula": "C20H49FN9O4P2",
  "method": "ωB97M-V/def2-TZVPD",
  "elements": ["P", "P", "F", "O", "O", "O", "O", "N", "N", "N", "N", "N", "N", "N", "N", "N", "C", "C", "C", "C", "C", "C", "C", "C", "C", "C", "C", "C", "C", "C", "C", "C", "C", "C", "C", "C", "H", "H", "H", "H", "H", "H", "H", "H", "H", "H", "H", "H", "H", "H", "H", "H", "H", "H", "H", "H", "H", "H", "H", "H", "H", "H", "H", "H", "H", "H", "H", "H", "H", "H", "H", "H", "H", "H", "H", "H", "H", "H", "H", "H", "H", "H", "H", "H", "H"],
  "positions_angstrom": [[-4.54501, -0.78213, 2.74613], [-1.77659, -0.67845, -1.77788], [6.92475, 4.65806, 0.52912], [8.08093, 2.22987, 1.94666], [-1.05716, 0.02515, -0.66253], [8.38562, 0.46271, 0.62487], [-5.20936, -1.02477, 1.42734], [6.05448, 2.45122, -0.78201], [7.76530, 3.95035, -0.24198], [-4.39984, 0.94776, 2.69200], [-3.18989, -1.31952, -2.59684], [-0.79166, -2.05648, -1.97482], [-5.73387, -1.24727, 3.85701], [-3.14540, -0.98170, 3.78631], [-1.48494, 0.50454, -3.02693], [8.14967, 2.13573, -1.67476], [-0.18686, 0.53141, -3.67128], [5.88482, 1.66268, -2.04253], [-2.57099, 0.14849, 4.49614], [-3.82585, 1.36251, 1.42089], [-4.43154, -1.14744, -1.80515], [7.48830, -0.37980, -1.51173], [7.32340, 2.90048, -0.87258], [-6.02989, -2.67313, 3.83276], [-3.45526, -1.01342, -3.99315], [4.66038, 0.86140, -2.26920], [7.52512, -0.50844, 0.00977], [-5.90213, -0.69617, 5.18307], [-0.87677, -2.99459, -0.86398], [-1.86673, 1.84253, -2.58942], [3.56734, 0.88363, -1.50770], [-0.54654, -2.74175, -3.22382], [7.25531, 1.00591, -2.10454], [-2.07153, -1.76652, 3.14843], [7.83583, 1.08615, 1.68448], [-5.54327, 1.78113, 3.04058], [-0.05620, 1.45687, -4.23549], [-7.00871, -2.86496, 4.27375], [-2.00933, 2.48706, -3.45955], [6.66547, -1.02022, -1.83474], [8.39355, -0.80521, -1.93955], [-1.57098, -1.21035, 2.34473], [4.67162, 0.24211, -3.16029], [-1.84393, -0.25060, 5.20934], [-1.32325, -2.06230, 3.88503], [5.94014, 2.43118, -2.83203], [-5.36452, 2.80553, 2.71071], [-5.23924, -1.74433, -2.22850], [5.37067, 3.18726, -0.63739], [8.35096, 2.63641, -2.53766], [-1.39215, -3.36611, -3.54761], [-3.01160, 0.68870, 1.13756], [0.64575, 0.44971, -2.95664], [-4.75399, -0.10076, -1.76606], [-0.89545, -2.45949, 0.08659], [3.42536, 1.71581, -0.83077], [-6.89172, -0.96612, 5.55644], [-2.81506, 1.81564, -2.04647], [2.85884, 0.07444, -1.60172], [-0.09065, -0.26357, -4.41147], [7.93433, -1.49470, 0.23621], [7.47346, 0.85713, -3.16376], [-4.56433, 1.34804, 0.60949], [-5.86666, 0.38901, 5.18510], [-3.75513, 0.02404, -4.16422], [-2.59974, -1.23679, -4.62644], [-6.48241, 1.43491, 2.59114], [-3.32008, 0.68458, 5.07317], [-4.27086, -1.66585, -4.31577], [-5.67309, 1.84249, 4.12075], [8.72239, 4.27585, -0.25482], [-0.29985, -2.05529, -4.02867], [-0.00270, -3.64818, -0.84933], [-1.78007, -3.61887, -0.92318], [-2.05883, 0.86000, 3.84142], [7.17133, 0.48304, 2.31742], [-6.06212, -3.03902, 2.80619], [6.52341, -0.50700, 0.44127], [-1.12035, 2.29492, -1.92628], [-5.15885, -1.07065, 5.90284], [-3.40604, 2.36792, 1.49969], [-5.27642, -3.25682, 4.38229], [-2.48251, -2.68380, 2.71796], [0.32152, -3.39478, -3.10636], [-4.28213, -1.48699, -0.77705]],
  "forces_ev_per_a": [[-2.521, 4.250, 2.159], [3.488, 0.501, -4.304], [-0.072, -0.036, -0.087], [0.125, -0.336, -0.092], [-2.711, -0.798, 1.783], [-0.685, 0.295, -0.146], [2.212, -2.322, -0.239], [0.005, 0.369, -0.529], [0.404, 0.017, -0.504], [-0.410, 0.131, 0.678], [-1.350, 0.575, 2.718], [0.663, 0.253, 0.146], [-0.470, 0.158, -0.281], [0.777, -1.849, -2.174], [0.379, -0.339, -0.573], [-0.885, -0.148, -0.052], [0.244, -0.131, -0.012], [0.100, 1.088, -0.583], [-0.080, 0.385, 0.111], [0.252, -0.261, -0.176], [0.152, -0.312, 0.247], [-0.056, 0.445, 0.975], [-0.270, -0.231, 0.451], [0.112, -0.189, -0.304], [0.216, 0.205, -0.332], [-0.358, -0.363, 0.712], [0.285, -1.096, -0.028], [0.465, 0.011, 0.332], [-0.164, 0.145, 0.294], [-0.216, -0.057, 0.146], [0.847, 0.074, -0.433], [-0.517, -0.163, -0.280], [0.271, -0.719, -1.432], [-0.136, -0.224, -0.012], [0.237, 0.634, 0.414], [-0.183, -0.084, 0.052], [-0.139, 0.112, 0.137], [0.010, 0.086, 0.070], [0.034, -0.050, -0.048], [-0.020, 0.032, -0.166], [0.134, 0.170, 0.015], [0.086, 0.005, 0.053], [0.360, -0.390, 0.235], [-0.029, -0.145, -0.058], [-0.039, 0.040, 0.058], [-0.180, -0.150, -0.179], [0.083, -0.052, -0.133], [0.047, -0.014, -0.072], [-0.088, -0.182, 0.545], [0.616, 0.286, 0.301], [0.005, 0.009, 0.003], [0.032, 0.092, -0.075], [0.042, 0.033, -0.040], [-0.090, -0.023, -0.059], [-0.009, 0.063, -0.049], [-0.142, -0.499, 0.634], [-0.002, -0.105, -0.070], [0.015, -0.005, 0.011], [-0.596, 0.493, -0.159], [0.034, -0.001, 0.081], [0.010, -0.025, 0.020], [0.001, 0.055, -0.032], [0.037, -0.010, -0.026], [0.120, -0.091, -0.019], [0.011, -0.003, 0.000], [0.049, 0.082, 0.068], [-0.008, 0.046, -0.004], [-0.051, 0.012, -0.116], [-0.013, -0.061, 0.170], [-0.044, 0.004, -0.080], [0.012, 0.003, 0.338], [-0.140, 0.005, 0.047], [0.005, -0.005, -0.112], [0.067, -0.075, -0.026], [-0.030, 0.004, -0.010], [-0.081, -0.217, -0.212], [0.019, 0.078, -0.016], [-0.044, 0.413, 0.007], [-0.039, 0.001, 0.043], [-0.004, -0.009, -0.017], [-0.037, 0.010, 0.114], [-0.077, 0.000, 0.080], [-0.005, 0.030, -0.008], [-0.029, -0.020, 0.127], [-0.037, 0.090, -0.018]],
  "total_charge": 1,
  "spin_multiplicity": 1,
  "lumo_ev": -3.10,
  "total_energy_ev": -64419.6787,
  "homo_energy_ev": -9.61,
  "gap_ha": 0.239,
  "relative_energy_kj_mol": 0.0
}


Entry 3:
{
  "formula": "C3H4N4O",
  "method": "ωB97M-V/def2-TZVPD",
  "elements": ["O", "N", "N", "N", "N", "C", "C", "C", "H", "H", "H", "H"],
  "positions_angstrom": [[2.62580, -0.14227, 0.00674], [-1.99548, 0.37379, -0.32041], [1.91758, -1.33564, -0.30853], [0.65644, -0.95267, -0.17004], [-1.86004, -1.01001, 0.12133], [1.68501, 0.98845, 0.00773], [0.49529, 0.40859, 0.11753], [-0.89325, 0.90874, -0.14171], [-2.80994, -1.70888, -0.04176], [-1.21535, -1.43896, 0.83900], [-0.89186, 2.05456, -0.20169], [2.28580, 1.85431, 0.09181]],
  "forces_ev_per_a": [[-0.950, 1.282, -1.733], [-0.536, -5.065, 2.240], [-3.869, 4.652, 2.242], [3.658, -2.397, -0.441], [-5.070, -2.904, -1.175], [3.386, -3.908, 1.385], [-2.230, -1.519, -2.017], [3.229, 5.403, 0.509], [3.696, 3.372, 0.632], [-0.919, 1.655, -1.350], [-0.096, -1.605, -0.392], [-0.298, 1.034, 0.098]],
  "total_charge": 0,
  "spin_multiplicity": 1,
  "lumo_ev": -0.10,
  "total_energy_ev": -11177.8329,
  "homo_energy_ev": -8.53,
  "smiles": "N/N=C\\c1conn1",
  "gap_ha": 0.310,
  "relative_energy_kj_mol": 592.1
}


Entry 4:
{
  "formula": "C10H13O2P",
  "method": "ωB97M-V/def2-TZVPD",
  "elements": ["P", "O", "O", "C", "C", "C", "C", "C", "C", "C", "C", "C", "C", "H", "H", "H", "H", "H", "H", "H", "H", "H", "H", "H", "H", "H"],
  "positions_angstrom": [[-0.85482, -2.13777, 0.96103], [0.61261, -3.88996, 3.11140], [3.11279, -1.84696, 0.80287], [1.37471, -0.35248, 0.20241], [0.42170, 0.69689, -1.75623], [1.36973, -3.27582, 2.32749], [-1.02757, -0.27907, 1.67578], [-0.88728, 0.65906, 0.49168], [-0.39222, 1.97614, 0.95908], [0.86363, -2.40021, 1.31468], [1.93071, -1.61833, 0.64245], [0.04124, -0.09843, -0.44611], [-0.55628, -1.47592, -0.79926], [-0.65679, 0.92766, -1.97308], [-0.25114, 2.62928, 0.16727], [-0.19611, -0.06969, 2.35312], [-1.12080, 2.44251, 1.56535], [0.82530, -0.02430, -2.53933], [1.88390, 0.47970, 0.68875], [-1.86887, -0.20799, 2.26670], [-1.93373, 0.92755, 0.06975], [-1.48800, -1.55016, -1.35844], [0.44298, 1.79789, 1.57822], [2.44510, -3.29963, 2.47929], [0.33772, -1.94608, -1.20865], [1.00478, 1.66978, -1.68129]],
  "forces_ev_per_a": [[-1.046, 0.788, -0.158], [1.070, 0.671, -1.309], [0.736, -0.033, -0.419], [-0.193, 0.425, 0.835], [-1.607, -0.148, -0.377], [-1.746, -0.735, 2.439], [1.852, -1.544, -1.056], [-2.297, -0.132, 0.024], [-0.298, -0.655, 0.610], [1.082, 0.276, -0.946], [-0.831, -0.049, 0.410], [1.570, 0.272, -1.217], [0.801, 0.504, 1.975], [1.058, 0.365, -0.980], [0.856, 1.332, -1.534], [0.151, -0.395, 0.002], [-0.937, 0.434, 0.868], [-0.366, 1.191, 1.010], [0.093, 0.113, -0.586], [-2.163, 0.223, 0.911], [1.558, -1.158, -0.073], [0.347, 0.359, -0.313], [1.378, 0.422, 0.513], [0.294, -0.159, -0.205], [-0.763, -0.893, -0.574], [-0.600, -1.474, 0.151]],
  "total_charge": 0,
  "spin_multiplicity": 1,
  "lumo_ev": [-2.13, -1.34],
  "total_energy_ev": -23960.3303,
  "homo_energy_ev": [-8.97, -8.90],
  "gap_ha": [0.251, 0.278],
  "relative_energy_kj_mol": 316.2
}